1.
A single C18H20ClN5O3S molecule at a distorted geometry, computed with ωB97M-V with the def2-TZVPD basis set.

XYZ file:
```
48
Properties=species:S:1:pos:R:3
O -1.58 -2.27 -1.39
C -1.10 -1.24 -1.73
C -1.94 0.05 -1.83
C -1.58 1.33 -1.03
N -2.66 1.03 -0.09
S -1.96 0.61 1.54
O -1.65 1.88 2.18
O -0.85 -0.45 1.38
C -3.22 -0.28 2.57
C -3.00 -1.63 3.05
C -3.99 -2.13 3.89
C -4.99 -1.34 4.33
N -5.11 -0.01 4.07
C -4.30 0.44 3.09
Cl -4.44 2.02 2.44
C -3.22 0.01 -0.99
N 0.22 -1.34 -2.20
C 0.76 -0.27 -3.04
C 2.29 0.19 -2.67
N 2.50 0.35 -1.18
C 3.66 0.89 -0.66
C 3.83 1.07 0.74
C 4.99 1.65 1.22
N 5.93 2.16 0.38
C 5.87 1.92 -1.00
C 4.70 1.26 -1.51
C 1.82 -0.69 -0.35
C 1.05 -1.79 -1.14
H -2.13 0.43 -2.83
H -1.53 2.33 -1.37
H -0.53 1.15 -0.62
H -2.12 -2.22 2.68
H -4.10 -3.16 4.31
H -5.68 -1.96 4.95
H -3.44 -0.87 -0.41
H -4.16 0.27 -1.50
H 0.50 -0.56 -4.08
H 0.13 0.59 -2.87
H 2.86 -0.62 -3.20
H 2.55 1.08 -3.29
H 3.14 0.67 1.39
H 5.20 1.82 2.29
H 6.64 2.46 -1.48
H 4.63 1.37 -2.58
H 1.06 -0.09 0.14
H 2.43 -1.17 0.39
H 0.62 -2.55 -0.43
H 1.89 -2.38 -1.56
```

Relative energy (zero: lowest compared OMol25 entry of this formula, charge and spin): 317.06 kJ/mol
F_max: 6.21 eV/Å
2S+1: 1
SMILES: O=C(C1CN(S(=O)(=O)c2cccnc2Cl)C1)N1CCN(c2ccncc2)CC1

2.
A molecular structure, C26H68N4O10 at a distorted geometry, computed with ωB97M-V with the def2-TZVPD basis set.

XYZ file:
```
108
Properties=species:S:1:pos:R:3
C 0.47 0.52 18.48
O 1.31 1.03 17.38
C 2.72 0.91 17.41
C 3.24 -0.41 16.85
N 3.27 -0.44 15.38
C 3.56 -1.78 14.78
C 3.48 -1.72 13.26
O 2.41 -1.00 12.74
C 2.01 -1.61 11.52
H 0.70 1.06 19.40
H 0.78 -0.48 18.75
H -0.57 0.57 18.18
H 3.12 1.28 18.36
H 3.09 1.70 16.76
H 2.57 -1.22 17.14
H 4.23 -0.66 17.22
H 2.61 -0.01 14.75
H 2.76 -2.50 15.01
H 4.36 -2.14 15.42
H 3.55 -2.77 12.94
H 4.44 -1.28 12.98
H 1.10 -1.13 11.16
H 1.94 -2.70 11.60
H 2.75 -1.57 10.72
C -1.34 6.22 8.31
O 0.03 5.88 8.54
C 0.50 4.89 7.65
C -0.01 3.49 7.77
N 0.31 2.79 8.94
C -0.43 1.55 9.10
C 0.05 0.82 10.40
O 1.31 0.30 10.05
C 2.39 0.63 10.92
H -1.57 7.19 8.75
H -2.17 5.52 8.43
H -1.51 6.62 7.31
H 1.59 4.91 7.68
H 0.29 5.29 6.66
H 0.30 2.80 6.99
H -1.10 3.50 7.75
H 1.28 2.65 9.17
H -0.05 0.90 8.32
H -1.50 1.73 9.20
H -0.70 0.09 10.70
H 0.10 1.57 11.19
H 2.53 1.70 11.05
H 3.32 0.24 10.50
H 2.38 0.13 11.89
C -5.72 2.73 7.12
O -4.69 2.60 8.09
C -4.72 1.32 8.73
C -3.56 1.31 9.68
N -3.03 2.51 10.19
C -3.93 3.22 11.06
C -3.87 2.72 12.54
O -4.64 3.58 13.33
C -4.81 3.09 14.69
H -5.58 3.67 6.59
H -6.68 2.66 7.62
H -5.61 1.94 6.38
H -4.79 0.60 7.91
H -5.67 1.25 9.26
H -2.68 0.90 9.19
H -3.64 0.67 10.55
H -3.27 3.07 9.38
H -4.93 3.39 10.67
H -3.57 4.24 11.03
H -2.84 2.82 12.88
H -4.20 1.69 12.61
H -5.69 3.58 15.10
H -3.92 3.31 15.28
H -4.95 2.00 14.69
C -5.21 -4.02 12.54
O -5.75 -3.86 11.31
C -4.79 -3.60 10.24
C -3.79 -2.49 10.53
N -2.84 -2.08 9.47
C -1.90 -1.08 9.91
C -1.48 -0.43 8.58
O -2.50 0.17 7.80
C -2.07 0.67 6.52
H -4.24 -4.48 12.74
H -5.80 -4.72 13.14
H -5.35 -3.10 13.11
H -5.33 -3.31 9.33
H -4.31 -4.56 10.03
H -3.28 -2.69 11.48
H -4.40 -1.63 10.78
H -3.34 -1.65 8.71
H -1.09 -1.66 10.35
H -2.32 -0.28 10.52
H -0.75 -0.98 7.98
H -0.84 0.43 8.80
H -1.12 1.19 6.67
H -2.68 1.39 5.98
H -2.09 -0.20 5.86
C 4.11 1.68 8.51
O 4.99 0.72 8.15
H 4.02 1.85 9.59
H 4.65 2.48 8.01
H 3.16 1.43 8.04
H 5.03 0.68 7.19
C 0.22 5.16 11.38
O 1.23 4.23 10.98
H 0.36 5.99 10.69
H -0.79 4.81 11.20
H 0.24 5.38 12.45
H 1.01 4.00 10.07
```

Relative energy (zero: lowest compared OMol25 entry of this formula, charge and spin): 1319.86 kJ/mol
F_max: 7.14 eV/Å
2S+1: 1

3.
A single C2H4N4 molecule at a distorted geometry, computed with ωB97M-V with the def2-TZVPD basis set.

XYZ file:
```
10
Properties=species:S:1:pos:R:3
H 2.98 -1.31 -0.22
N 2.78 -0.26 -0.11
N 1.63 0.27 -0.09
C 0.37 0.14 -0.05
C -0.64 1.06 -0.13
N -1.67 0.25 -0.10
N -0.97 -0.95 -0.05
H -0.59 2.06 -0.28
H -2.67 0.26 0.13
H -1.22 -1.50 0.89
```

Relative energy (zero: lowest compared OMol25 entry of this formula, charge and spin): 610.57 kJ/mol
F_max: 3.24 eV/Å
2S+1: 1
SMILES: [H]/N=N\c1c[nH][nH]1

4.
A single C4H9N3O molecule, computed with ωB97M-V with the def2-TZVPD basis set.

XYZ file:
```
17
Properties=species:S:1:pos:R:3
C -1.91 0.70 0.35
C 0.54 0.22 -0.27
C 0.41 -1.06 -1.13
C -0.60 0.09 0.73
N 0.38 1.36 -1.13
N 0.36 -2.15 -0.44
N 1.85 0.15 0.39
O -0.44 -0.63 1.71
H 0.66 2.21 -0.66
H 0.93 1.23 -1.97
H 0.30 -3.04 -0.92
H 0.33 -2.19 0.59
H 1.80 -0.54 1.14
H 2.07 1.05 0.81
H -2.74 0.03 0.60
H -2.02 1.62 0.91
H -1.91 0.94 -0.71
```

Relative energy (zero: lowest compared OMol25 entry of this formula, charge and spin): 248.52 kJ/mol
F_max: 0.83 eV/Å
2S+1: 1

5.
A single C7H13NO4 molecule at a distorted geometry, computed with ωB97M-V with the def2-TZVPD basis set.

XYZ file:
```
25
Properties=species:S:1:pos:R:3
H 2.08 2.15 1.06
N 2.00 2.08 0.01
C 0.81 1.61 -0.20
C 0.34 1.02 -1.50
O 1.28 1.09 -2.50
C 0.15 -0.57 -1.21
C -0.65 -1.36 -2.24
O -0.53 -0.81 0.04
C 0.02 -0.29 1.24
C -0.91 -0.85 2.31
O 1.30 -0.66 1.39
C -0.03 1.24 1.08
O -1.33 1.63 0.74
H -0.62 1.36 -1.82
H 2.07 1.43 -1.99
H 1.05 -1.03 -0.99
H -1.51 -0.82 -2.51
H -0.94 -2.23 -1.72
H -0.07 -1.54 -3.11
H -1.17 -1.94 2.15
H -1.76 -0.26 2.24
H -0.51 -0.77 3.27
H 1.38 -1.55 1.64
H 0.28 1.63 2.04
H -1.96 0.95 0.92
```

Relative energy (zero: lowest compared OMol25 entry of this formula, charge and spin): 127.52 kJ/mol
F_max: 3.46 eV/Å
2S+1: 1
SMILES: [H]/N=C1/[C@@H](O)[C@H](C)O[C@@](C)(O)[C@@H]1O

6.
2 unconnected molecules or ions with the total composition C5H11BrN4 at a distorted geometry, computed with ωB97M-V with the def2-TZVPD basis set.

XYZ file:
```
21
Properties=species:S:1:pos:R:3
C -0.44 -0.24 -0.74
C 1.75 0.35 -0.69
C -0.15 0.01 0.66
C -0.45 -1.20 1.63
C -0.98 1.24 0.97
N 1.28 0.31 0.58
N 0.61 0.05 -1.51
N 2.94 0.56 -1.16
N -2.62 -0.84 -1.08
Br -2.85 -1.99 -2.28
H 0.04 -1.21 2.55
H -0.19 -2.25 1.26
H -1.55 -1.04 1.58
H -1.38 1.78 0.07
H -0.17 1.92 1.42
H -1.83 0.91 1.64
H 1.65 0.45 1.48
H 0.60 0.02 -2.54
H 3.64 0.59 -0.43
H 3.20 0.46 -2.10
H -3.12 0.10 -1.32
```

Relative energy (zero: lowest compared OMol25 entry of this formula, charge and spin): 60.30 kJ/mol
F_max: 4.78 eV/Å
2S+1: 1
Charge: +2

7.
A molecular structure, C3H5NO2S at a distorted geometry, computed with ωB97M-V with the def2-TZVPD basis set.

XYZ file:
```
12
Properties=species:S:1:pos:R:3
C -1.73 -0.03 -0.19
C -0.42 -0.62 -0.16
C 2.70 0.79 -0.01
H -3.39 -0.83 0.26
H -0.52 -1.98 -0.46
H -0.31 -0.70 1.03
H 3.65 0.62 0.73
H 2.39 2.00 -0.06
N 1.78 -0.06 -0.13
O -2.49 -1.01 -0.11
O 0.57 0.25 -0.76
S -2.24 1.57 -0.14
```

Relative energy (zero: lowest compared OMol25 entry of this formula, charge and spin): 525.59 kJ/mol
F_max: 6.26 eV/Å
2S+1: 1

8.
A molecular structure, C31H57CdN2O2P2S at a distorted geometry, computed with ωB97M-V with the def2-TZVPD basis set.

XYZ file:
```
96
Properties=species:S:1:pos:R:3
C 1.83 1.78 -1.04
C -0.28 1.94 -2.12
C 2.38 2.74 -1.88
C 0.24 2.99 -2.94
C 1.57 3.37 -2.82
H 3.45 2.99 -1.75
H -0.45 3.42 -3.67
H 1.98 4.15 -3.45
N 0.54 1.43 -1.13
P 1.73 0.74 1.61
P -2.10 -0.12 -1.51
C 2.69 1.09 0.06
H 3.01 0.11 -0.34
H 3.59 1.67 0.29
C -1.47 -1.36 1.78
O -1.94 -2.14 2.47
C -1.58 1.40 -2.30
H -2.24 1.86 -3.03
C -1.75 -1.49 -2.81
C -3.97 -0.06 -1.14
C 2.69 -0.58 2.64
C 1.70 2.44 2.47
C -1.75 -2.86 -2.11
H -2.76 -3.17 -1.79
H -1.38 -3.62 -2.82
H -1.10 -2.88 -1.23
C -2.78 -1.48 -3.94
H -3.79 -1.80 -3.63
H -2.85 -0.49 -4.42
H -2.44 -2.19 -4.71
C -0.38 -1.20 -3.41
H -0.07 -2.03 -4.05
H -0.41 -0.30 -4.03
H 0.38 -1.06 -2.65
C -4.50 -1.47 -0.81
H -3.90 -1.95 -0.02
H -5.53 -1.38 -0.43
H -4.52 -2.13 -1.68
C -4.22 0.79 0.10
H -3.79 0.29 0.98
H -3.80 1.80 -0.06
H -5.29 0.92 0.32
C -4.72 0.61 -2.28
H -4.63 0.07 -3.23
H -5.79 0.65 -2.01
H -4.37 1.63 -2.43
C 0.82 2.31 3.73
H 0.71 3.30 4.21
H -0.20 1.99 3.47
H 1.18 1.57 4.46
C 1.10 3.44 1.48
H 1.83 3.73 0.71
H 0.23 3.02 0.96
H 0.79 4.34 2.00
C 3.07 2.96 2.87
H 2.97 4.03 3.08
H 3.45 2.47 3.78
H 3.80 2.83 2.06
C 3.69 -1.28 1.73
H 4.49 -0.61 1.38
H 4.17 -2.10 2.28
H 3.18 -1.70 0.86
C 1.64 -1.60 3.12
H 1.15 -2.12 2.29
H 2.16 -2.36 3.74
H 0.87 -1.14 3.75
C 3.45 -0.03 3.84
H 4.27 0.63 3.53
H 2.80 0.50 4.56
H 3.90 -0.88 4.38
Cd -0.45 0.01 0.44
N 0.91 -1.67 -0.33
C 1.50 -2.57 -0.78
C 2.28 -3.72 -1.29
C 2.27 -3.66 -2.82
C 3.70 -3.60 -0.77
C 1.61 -5.00 -0.79
H 1.24 -3.75 -3.20
H 2.69 -2.71 -3.15
H 2.87 -4.48 -3.25
H 3.70 -3.65 0.32
H 4.36 -4.39 -1.14
H 4.12 -2.63 -1.09
H 2.15 -5.89 -1.13
H 1.60 -5.00 0.31
H 0.58 -5.05 -1.15
C -3.83 2.37 2.73
S -2.34 2.00 1.80
C -1.99 3.85 1.67
O -1.55 1.08 2.77
H -4.53 2.96 2.08
H -3.50 2.97 3.58
H -4.35 1.43 3.01
H -1.40 4.23 2.49
H -1.49 4.09 0.71
H -2.95 4.39 1.64
```

Relative energy (zero: lowest compared OMol25 entry of this formula, charge and spin): 155.14 kJ/mol
F_max: 4.28 eV/Å
2S+1: 1
Charge: +1